(1)
{"formula": "C23H17BrClN5O9SSc", "method": "ωB97M-V with the def2-TZVPD basis set", "species": ["Sc", "O", "C", "O", "C", "C", "C", "C", "C", "N", "C", "O", "O", "H", "H", "H", "H", "C", "C", "C", "C", "C", "Br", "N", "C", "H", "H", "H", "H", "H", "H", "C", "S", "O", "O", "O", "H", "H", "H", "Cl", "C", "C", "C", "C", "C", "C", "C", "O", "O", "H", "H", "H", "H", "N", "C", "N", "C", "N"], "xyz": [[0.027236, 0.809173, 0.993946], [0.558560, -2.840520, 3.723429], [0.575311, -1.694377, 3.043249], [-0.176217, -1.462698, 2.127055], [1.582017, -0.701839, 3.500015], [2.472578, -0.863772, 4.540701], [3.276297, 0.224904, 4.870789], [3.126639, 1.417751, 4.188699], [2.194016, 1.480406, 3.161028], [1.479832, 0.427786, 2.816160], [1.823165, 2.759688, 2.424149], [2.378955, 3.795916, 2.725266], [0.873380, 2.584466, 1.569127], [-0.153391, -3.378131, 3.342845], [2.524781, -1.799804, 5.077471], [3.995567, 0.140937, 5.675436], [3.691263, 2.307581, 4.428297], [-4.396176, -0.994914, -2.456632], [-3.123252, -1.587187, -1.922557], [-2.725641, -2.886117, -2.197828], [-1.523460, -3.359080, -1.702970], [-0.750357, -2.494068, -0.946488], [0.951830, -3.134921, -0.382900], [-1.101322, -1.257985, -0.647175], [-2.275110, -0.829418, -1.126771], [-4.826795, -1.630098, -3.230196], [-4.205493, -0.015176, -2.896387], [-5.135599, -0.877893, -1.660880], [-3.346649, -3.526505, -2.813817], [-1.173025, -4.358925, -1.912865], [-2.543251, 0.183648, -0.862741], [-3.266667, 2.315888, 3.032098], [-2.329399, 0.819152, 2.941695], [-3.157053, -0.242198, 3.450770], [-2.027545, 0.677489, 1.479046], [-1.071554, 1.059169, 3.636405], [-4.178762, 2.184564, 2.454135], [-2.661348, 3.123693, 2.625455], [-3.499680, 2.498508, 4.078881], [2.445263, -0.270215, -6.661230], [2.488590, -0.087135, -4.925353], [3.707563, 0.136933, -4.303851], [3.739586, 0.289534, -2.927591], [2.571120, 0.202128, -2.180160], [1.363723, -0.028726, -2.825387], [1.309339, -0.165532, -4.205264], [2.643175, 0.382897, -0.684656], [3.689699, 0.710995, -0.154366], [1.552370, 0.087170, -0.043598], [4.611102, 0.195921, -4.895468], [4.668980, 0.482999, -2.408598], [0.459217, -0.089689, -2.237319], [0.365254, -0.314268, -4.712265], [-0.740870, 1.819236, -0.768920], [-0.976349, 2.191101, -1.848058], [-1.233248, 2.610405, -3.034641], [-1.955829, 1.814033, -3.807221], [-2.592365, 1.157117, -4.521991]], "forces_ev_per_a": [[0.3346, -0.4855, 0.2306], [-0.0051, 0.0011, -0.0131], [0.0949, -0.0501, -0.0093], [-0.0273, 0.1571, -0.1159], [-0.0122, -0.0189, -0.0470], [0.0256, -0.0084, 0.0237], [0.0149, -0.0214, 0.0150], [0.0285, 0.0154, -0.0002], [-0.0207, -0.0368, -0.0121], [-0.1237, 0.2138, -0.0262], [-0.0516, -0.0161, 0.0144], [0.0202, 0.0209, -0.0334], [-0.0228, -0.0024, -0.0990], [0.0101, -0.0004, -0.0020], [0.0015, 0.0052, 0.0009], [-0.0084, 0.0008, -0.0047], [0.0009, -0.0074, 0.0054], [-0.0197, 0.0265, 0.0547], [-0.0308, 0.0413, -0.0272], [0.0125, -0.0480, -0.0275], [0.0108, -0.0153, -0.0237], [0.0136, 0.1100, -0.0698], [-0.0134, 0.0214, 0.0438], [-0.1045, -0.0320, 0.0547], [0.0288, -0.0543, 0.0271], [0.0045, -0.0055, 0.0018], [0.0072, -0.0495, -0.0183], [0.0165, -0.0084, 0.0014], [0.0075, 0.0028, 0.0002], [-0.0053, 0.0087, 0.0033], [-0.0195, -0.0006, 0.0273], [0.0070, 0.0267, -0.0063], [-0.0125, 0.0202, 0.0187], [-0.0243, -0.0114, -0.0062], [-0.2600, 0.0068, 0.1255], [-0.0256, -0.0175, 0.0544], [0.0140, 0.0051, 0.0065], [-0.0144, -0.0142, 0.0064], [0.0002, -0.0015, -0.0087], [-0.0001, 0.0014, 0.0044], [0.0017, -0.0033, 0.0088], [-0.0012, -0.0078, 0.0026], [0.0046, 0.0116, -0.0188], [-0.0029, 0.1273, -0.0299], [-0.0281, -0.0190, -0.0221], [0.0074, 0.0095, 0.0032], [0.1728, -0.3890, 0.1515], [-0.0257, 0.0888, 0.0209], [-0.0305, 0.1564, -0.1249], [-0.0054, 0.0033, 0.0019], [-0.0043, -0.0018, -0.0033], [0.0016, -0.0069, -0.0048], [-0.0097, -0.0102, -0.0020], [0.1394, 0.3671, -0.0641], [-0.0890, -0.1425, -0.0993], [-0.0283, -0.0084, -0.0188], [-0.0234, -0.0097, 0.0116], [0.0695, 0.0552, 0.0179]], "gap_ev": 8.086, "e_above_lowest_kcal_mol": 10.4, "total_charge": -1}

---

(2)
{"formula": "C23H17BrIN4Sc", "method": "ωB97M-V with the def2-TZVPD basis set", "species": ["Sc", "C", "C", "C", "C", "C", "C", "N", "C", "C", "C", "C", "C", "C", "N", "N", "C", "C", "C", "C", "C", "N", "H", "H", "H", "H", "H", "H", "H", "H", "H", "H", "H", "H", "H", "Br", "C", "C", "C", "C", "C", "C", "I", "H", "H", "H", "H"], "xyz": [[0.885404, 0.295754, -0.227720], [-4.246864, -0.638556, 0.159125], [-3.601397, -0.405693, 1.346856], [-2.376273, 0.289419, 1.359227], [-1.819503, 0.711778, 0.164852], [-2.462415, 0.389574, -1.020241], [-3.690435, -0.236065, -1.033721], [-0.566105, 1.460032, 0.118395], [-0.509349, 2.835789, 0.272847], [-1.518628, 3.723405, 0.674647], [-1.301202, 5.071342, 0.796210], [-0.078873, 5.570837, 0.399796], [0.994504, 4.822009, 0.058270], [0.757056, 3.432300, 0.061440], [1.704559, 2.423249, -0.114783], [2.909377, 2.690954, -0.115964], [3.711270, 1.558366, -0.127168], [5.045734, 1.797971, -0.183537], [5.903439, 0.705761, -0.411969], [5.353981, -0.591691, -0.418949], [3.971503, -0.727203, -0.260144], [3.170528, 0.330777, -0.210594], [-5.201732, -1.105805, 0.219905], [-4.051578, -0.515153, 2.307340], [-2.014694, 0.630206, 2.335806], [-2.126580, 0.838019, -2.002295], [-4.125928, -0.418493, -1.985895], [-2.490903, 3.428512, 0.929003], [-2.092448, 5.766090, 1.000208], [0.122788, 6.606521, 0.468131], [1.994340, 5.199811, -0.097160], [5.490938, 2.815195, -0.090375], [7.018091, 0.826589, -0.615799], [5.924198, -1.484090, -0.566040], [3.516218, -1.689652, -0.410601], [1.799105, -5.723999, -0.034918], [0.033902, -5.166763, -0.136455], [-1.020339, -6.056139, -0.514281], [-2.312348, -5.634459, -0.668774], [-2.650443, -4.285585, -0.378092], [-1.602941, -3.398700, -0.074492], [-0.262856, -3.795006, -0.055648], [1.173227, -2.533376, 0.662717], [-0.722928, -7.084280, -0.694272], [-3.077199, -6.355758, -0.833024], [-3.645977, -3.960759, -0.266208], [-1.910232, -2.413035, 0.214344]], "forces_ev_per_a": [[0.4827, -0.4258, 0.0011], [-0.3762, -0.3803, 0.2329], [1.4845, 1.5449, 0.2245], [-0.8261, -0.0281, 0.8218], [0.9660, 0.2562, 0.1020], [0.2838, 1.3088, -1.9724], [0.7398, -0.3545, 0.1825], [-1.2438, -0.1913, 0.1394], [0.0963, 1.8349, 0.4127], [-0.0020, -0.5210, 0.0757], [0.4445, -0.3319, -1.2396], [0.8083, 1.5748, 0.4468], [0.1159, -2.1097, 0.3510], [-0.0117, -0.6809, -0.5223], [-0.7130, -0.0663, 0.0552], [0.0936, 0.5628, 0.4474], [0.2800, 0.0976, -0.5712], [2.6185, 0.1488, -0.1468], [0.8802, -0.7890, -0.0795], [-0.4999, 1.1455, 0.3001], [1.3030, 0.2276, -1.1368], [-1.2493, 0.0904, 0.4521], [-0.6445, -0.2756, -0.2943], [-0.4509, -0.6631, 0.3416], [0.2899, -0.2465, -0.4743], [-0.0027, -0.6583, 1.2394], [-0.6310, -0.1218, -0.4491], [-1.2042, -1.0181, 0.1555], [-0.2924, -0.0201, 0.4415], [-0.2233, 1.0942, -0.0177], [-0.1131, 0.1517, -0.1655], [-0.7921, -0.8687, -0.1999], [-1.7220, 0.0171, 0.4688], [0.4421, -0.1906, -0.0551], [-0.0279, -0.1762, 0.2927], [0.3826, -0.6202, 0.0843], [-1.3256, 0.6434, -1.2937], [1.9936, 0.3003, 0.1896], [-0.3688, 1.5627, 1.0119], [2.6691, -0.9751, 0.0568], [-0.9432, -0.4301, -0.2868], [-1.6349, -1.6728, 0.4706], [0.4418, 0.7435, 0.3694], [-0.2321, 0.0395, 0.0990], [-0.4617, -0.3865, -0.3846], [-1.0097, 0.3048, -0.2015], [0.1861, 0.5532, 0.0245]], "gap_ev": 6.416, "e_above_lowest_kcal_mol": 7.4, "total_charge": 2}

---

(3)
{"formula": "C23H17BrIrN3O6", "method": "ωB97M-V with the def2-TZVPD basis set", "species": ["Ir", "O", "C", "C", "C", "C", "C", "C", "C", "O", "N", "N", "C", "C", "Br", "C", "C", "C", "C", "C", "C", "C", "H", "H", "H", "H", "H", "H", "H", "H", "H", "H", "H", "H", "H", "H", "O", "C", "O", "C", "C", "C", "C", "C", "N", "C", "O", "O", "H", "H", "H"], "xyz": [[0.007743, -0.124563, -0.143266], [-1.273586, 1.775073, -3.766432], [-2.431258, 2.323076, -3.354990], [-3.237508, 2.941509, -4.311519], [-4.439249, 3.515417, -3.947386], [-4.868072, 3.494410, -2.622905], [-4.071359, 2.882166, -1.674020], [-2.858409, 2.290560, -2.020684], [-2.072831, 1.559538, -0.964139], [-0.729354, 1.450715, -1.204264], [-2.621886, 0.150578, -0.916433], [-1.843262, -0.748211, -0.413728], [-2.269330, -2.070974, -0.635140], [-1.947817, -3.060023, 0.163210], [1.010634, -2.004863, 1.099788], [-1.735835, -4.063864, 0.953765], [-2.574821, -4.405976, 2.119028], [-3.473704, -3.495952, 2.672177], [-4.266159, -3.867136, 3.743476], [-4.167473, -5.147801, 4.274263], [-3.263773, -6.051445, 3.737548], [-2.466032, -5.681160, 2.665238], [-0.787323, 1.476820, -2.965956], [-2.890128, 2.957874, -5.335988], [-5.050425, 3.991056, -4.703727], [-5.802515, 3.957125, -2.337581], [-4.380747, 2.865498, -0.634154], [-2.275849, 1.979189, 0.031094], [-3.296038, -0.138123, -1.624569], [-2.922535, -2.225397, -1.489134], [-0.861564, -4.678281, 0.759030], [-3.531496, -2.489901, 2.275036], [-4.956619, -3.153920, 4.173822], [-4.787742, -5.435118, 5.112939], [-3.174717, -7.045162, 4.156065], [-1.753579, -6.383289, 2.250063], [2.119591, -1.353681, -3.341364], [1.648109, -0.826897, -2.367954], [0.400797, -0.961039, -1.957602], [2.471172, 0.118721, -1.500648], [3.753452, 0.572128, -1.728528], [4.317167, 1.443353, -0.799797], [3.608687, 1.837003, 0.331365], [2.330169, 1.348014, 0.504357], [1.826644, 0.529981, -0.414304], [1.362563, 1.627807, 1.649273], [1.691029, 2.305043, 2.589281], [0.177221, 1.085749, 1.474841], [4.274158, 0.235118, -2.613320], [5.321116, 1.814227, -0.956857], [4.014485, 2.502911, 1.079537]], "forces_ev_per_a": [[-0.4857, 0.0987, -0.3452], [0.0020, -0.0869, 0.0717], [-0.0182, 0.0246, 0.0054], [0.0178, 0.0060, 0.0049], [-0.0202, -0.0022, 0.0110], [0.0081, 0.0005, -0.0056], [0.0330, 0.0368, 0.0141], [-0.0161, -0.0310, -0.0137], [0.0595, 0.1160, 0.1716], [-0.1005, -0.0586, -0.1814], [0.3159, -0.1619, -0.1408], [-0.0134, 0.3271, -0.0856], [-0.1065, -0.1456, -0.1068], [0.0280, 0.0950, 0.0853], [0.1524, -0.0435, 0.0710], [-0.0634, 0.0346, 0.0906], [0.0297, -0.0681, -0.0782], [0.0259, 0.0117, -0.0116], [0.0002, -0.0042, 0.0035], [-0.0057, 0.0152, -0.0006], [0.0161, -0.0105, -0.0114], [-0.0010, 0.0048, 0.0531], [0.0318, 0.0389, -0.0388], [-0.0009, 0.0027, 0.0024], [0.0056, 0.0048, 0.0001], [-0.0018, -0.0049, -0.0053], [-0.0004, -0.0009, -0.0043], [-0.0267, -0.0695, 0.0257], [-0.1414, -0.0527, 0.1813], [-0.0207, 0.0904, -0.0003], [0.0095, 0.0213, -0.0469], [-0.0159, -0.0038, -0.0062], [0.0007, -0.0001, -0.0011], [0.0031, 0.0032, 0.0021], [-0.0004, 0.0015, -0.0022], [-0.0099, -0.0010, -0.0123], [0.0899, 0.0720, -0.0453], [-0.2863, 0.0522, 0.1234], [0.3482, -0.2692, 0.0135], [-0.0897, -0.0609, 0.0491], [0.0093, -0.0110, 0.0045], [-0.0132, -0.0249, -0.0037], [-0.0055, 0.0068, 0.0406], [-0.0741, -0.0834, -0.0242], [0.2821, 0.1839, 0.0564], [-0.2090, -0.0774, -0.1040], [0.0821, 0.0721, -0.0464], [0.1020, -0.0740, 0.2536], [0.0340, 0.0225, 0.0096], [0.0022, 0.0012, -0.0016], [0.0376, 0.0017, -0.0207]], "gap_ev": [6.326, 6.324]}

---

(4)
{"formula": "C23H17N3O5S", "method": "ωB97M-V with the def2-TZVPD basis set", "species": ["O", "N", "O", "O", "O", "O", "S", "C", "C", "C", "C", "C", "C", "C", "C", "C", "C", "C", "C", "C", "C", "C", "C", "C", "C", "C", "C", "N", "N", "C", "C", "C", "H", "H", "H", "H", "H", "H", "H", "H", "H", "H", "H", "H", "H", "H", "H", "H", "H"], "xyz": [[1.192152, 2.262782, -2.510378], [-0.133648, -1.976258, -3.773026], [1.993490, 4.555139, -1.673350], [-0.477873, 1.426015, 1.111438], [0.148707, -6.602452, 1.415375], [-1.889355, -6.294286, 0.386503], [0.632876, 0.355723, -4.672107], [0.692127, 2.006366, -1.423313], [0.075265, -0.732708, -3.394673], [0.153299, -2.156772, -5.118318], [0.563146, -1.022185, -5.782595], [-0.535802, 0.515828, 0.073254], [-0.003801, 0.779941, -1.229977], [-0.249948, -0.352258, -2.011856], [-1.180895, -0.692841, 0.062731], [0.432112, -4.185215, 2.026024], [1.343988, 5.100066, 0.612025], [0.166234, 3.552443, 1.932252], [-0.179506, -2.889823, 1.988376], [-2.041501, -3.844467, 0.815936], [-0.231619, -5.295699, 1.440896], [-1.451085, -5.085590, 0.846177], [1.387926, 4.225024, -0.472995], [0.125186, 2.631068, 0.874428], [0.736134, 2.998007, -0.334031], [0.767765, 4.781562, 1.839408], [-1.411197, -2.733298, 1.393098], [-0.932828, -1.246034, -1.197646], [0.799525, 5.636613, 2.941678], [-0.835203, -7.214857, 0.573040], [-1.941939, -1.334161, 1.190147], [1.526811, 6.907366, 3.049752], [1.842678, 3.790192, -2.271762], [-0.029264, -3.080001, -5.648426], [0.860711, -1.030995, -6.826634], [1.358336, -4.337428, 2.551629], [1.810812, 6.046412, 0.442585], [-0.319350, 3.288892, 2.875035], [0.381909, -2.051314, 2.405025], [-3.005234, -3.792628, 0.324410], [-1.243878, -2.150741, -1.564580], [0.470673, 5.205704, 3.817277], [-1.204185, -8.176627, 0.974353], [-0.401221, -7.495054, -0.375373], [-3.037769, -1.336030, 0.971025], [-1.829849, -0.741302, 2.102692], [1.514606, 7.261921, 4.076971], [2.570164, 6.853044, 2.677292], [1.020321, 7.670917, 2.490212]], "forces_ev_per_a": [[0.7288, 0.2291, -1.4316], [0.1666, 0.3694, -0.5343], [-0.6101, 0.2161, 1.9759], [-0.0862, -0.2748, -0.4105], [-0.4907, -0.1008, -0.2245], [-0.9098, -0.0940, -0.2912], [-0.2060, -1.7391, -0.1629], [0.0965, 1.0752, -0.2031], [-0.1151, -0.4025, -0.4544], [-0.0308, 1.7960, 0.0986], [-0.1506, -0.3621, 1.1526], [-0.1825, 0.5857, -0.8014], [-0.3932, -0.9161, 1.4146], [-0.1614, -0.1228, 0.6908], [0.4149, 0.1750, 0.0711], [-1.1012, -0.4409, -0.3475], [0.8904, 0.6101, -1.1487], [-1.3070, -2.0000, 0.8124], [1.0856, -1.8477, 0.1513], [-0.6748, -0.3532, -0.3777], [1.3320, 2.7055, 1.3286], [0.7177, -0.1976, 0.2936], [-0.0564, 0.5438, -0.4333], [0.5083, 1.5393, 0.8995], [-0.6055, -2.5775, -0.4954], [0.6561, 0.9171, -0.0795], [-0.1423, -0.1151, -0.2902], [-0.0525, 0.7729, -0.3497], [-0.1972, -0.6664, 0.4622], [0.0006, -0.9999, 0.1027], [-0.7386, -0.3124, -0.5287], [0.1173, -0.7524, -0.4322], [-0.0763, -0.1986, -0.0126], [0.1020, -0.2181, 0.4166], [-0.0658, 0.4831, 0.2778], [0.2649, 0.0297, -0.0170], [0.2537, 0.5388, 0.1097], [0.1139, -0.1344, -0.2497], [-0.3098, -0.1784, -0.1103], [-0.0859, 0.3581, 0.0460], [0.2018, 0.5499, 0.3957], [0.4054, 0.5263, -0.9233], [-0.0209, 0.7029, 0.4822], [0.4139, 0.4059, -0.6036], [0.7191, -0.1296, 0.0687], [0.1848, 0.0376, -0.2433], [0.1155, -0.3231, 0.1165], [-0.4742, -0.1496, 0.3040], [-0.2450, 0.4394, -0.5145]], "smiles": "CNc1cc(O)c2c(=O)c3c(-c4nccs4)[nH]c(Cc4ccc5c(c4)OCO5)c3oc2c1", "gap_ev": 7.667}